(1)
Here is C4H3N3 in the gas phase in a non-equilibrium geometry from the Open Molecules 2025 dataset. Energies are from wB97M-V/def2-TZVPD.

Each line ends with the natural charge from an NBO analysis.
Geometry (Å):
N (2.2323, -0.5570, -0.4545)  -0.505
C (2.5520, -0.4626, 0.7096)  0.341
C (0.8158, -0.3726, -0.0336)  0.399
N (-0.0558, -1.3289, 0.1396)  -0.419
C (-1.2740, -0.7025, 0.0998)  -0.088
C (-1.1227, 0.6481, -0.0778)  -0.089
N (0.2314, 0.8526, -0.1370)  -0.514
H (-2.1932, -1.2704, 0.1664)  0.218
H (-1.8337, 1.4506, -0.2163)  0.227
H (0.7189, 1.7316, -0.2133)  0.431

Force components x, y, z for each atom (eV/Å):
0.0 0.1 1.0
0.3 -0.1 -0.5
-0.6 0.0 -0.4
0.2 0.2 -0.2
-0.2 0.0 0.0
0.0 -0.1 0.0
0.1 -0.1 -0.1
0.2 0.2 0.1
0.1 -0.1 0.2
-0.1 -0.1 -0.1

E_HOMO: -9.348 eV
net charge: 0
E: -318.40989 Eh
E_LUMO: 0.01487 Ha
strongest force on any atom: 1.05 eV/Å
energy above the lowest of the compared OMol25 structures with the same formula, charge and spin: 196.5 kJ/mol
gap between HOMO and LUMO: 9.8 eV
spin multiplicity: 1

(2)
Here is C4H3N3 in the gas phase in a non-equilibrium geometry from the Open Molecules 2025 dataset. Energies are from wB97M-V/def2-TZVPD.

Each line ends with the natural charge from an NBO analysis.
Geometry (Å):
N (-0.0117, 2.8977, 0.3061)  -0.219
C (0.1190, 1.7656, 0.0805)  0.237
C (0.1898, 0.3716, -0.1027)  0.020
C (0.8136, -0.3604, 1.3790)  0.214
N (1.2405, -0.7637, 2.3519)  -0.341
C (-0.8448, -0.5920, -0.5091)  -0.201
N (0.3923, -0.4373, -1.2216)  -0.553
H (-1.1070, -1.4456, 0.0977)  0.218
H (-1.8707, -0.3056, -0.9793)  0.212
H (1.0790, -1.1302, -1.4025)  0.413

Force components x, y, z for each atom (eV/Å):
0.3 -1.8 -0.4
-0.2 2.9 0.0
1.8 -4.0 4.4
-1.5 2.8 -4.2
0.6 -0.8 1.4
-3.2 -0.2 -1.6
-1.6 1.5 -1.0
0.9 -0.2 0.5
2.3 0.2 0.3
0.7 -0.5 0.6

E_HOMO: -11.171 eV
net charge: 0
E: -318.36192 Eh
E_LUMO: 0.00735 Ha
strongest force on any atom: 6.22 eV/Å
energy above the lowest of the compared OMol25 structures with the same formula, charge and spin: 322.4 kJ/mol
gap between HOMO and LUMO: 11.4 eV
structure (SMILES): N#CC1(C#N)CN1
spin multiplicity: 1

(3)
Here is 2 unconnected molecules or ions with the total composition C4H3N3O in a non-equilibrium geometry from the Open Molecules 2025 dataset. Energies are from wB97M-V/def2-TZVPD.

Each line ends with the natural charge from an NBO analysis.
Geometry (Å):
N (-1.0825, 2.4605, -0.3308)  -0.362
C (-0.2641, 1.7054, -0.0143)  0.299
C (0.5848, 0.5965, 0.1630)  -0.604
C (1.4713, 0.2794, -0.7320)  0.548
N (2.4298, 0.1488, -1.3904)  -0.569
H (0.2734, 0.0238, 0.9307)  0.282
H (2.6678, -0.5273, -2.1066)  0.423
N (-2.3667, -0.3498, -0.9627)  -0.768
C (-1.4426, -1.0214, -0.5545)  0.825
O (-0.8382, -1.9177, -0.1263)  -0.536
H (-2.3921, 0.7104, -1.2741)  0.462

Force components x, y, z for each atom (eV/Å):
0.6 0.0 0.5
-1.1 0.7 -1.4
-0.7 2.5 -0.8
-0.4 0.2 0.7
2.4 -1.0 -1.3
-0.1 -2.2 2.5
-0.4 0.4 -0.2
0.3 3.2 -1.1
-2.2 -0.2 -0.4
1.0 -0.4 0.2
0.4 -3.2 1.1

E_HOMO: -9.679 eV
net charge: 0
E: -393.65320 Eh
E_LUMO: 0.01055 Ha
strongest force on any atom: 3.40 eV/Å
energy above the lowest of the compared OMol25 structures with the same formula, charge and spin: 173.8 kJ/mol
gap between HOMO and LUMO: 10.0 eV
structure (SMILES): N#CC=C=N.N=C=O
spin multiplicity: 1

(4)
Here is C4H3N3O in the gas phase in a non-equilibrium geometry from the Open Molecules 2025 dataset. Energies are from wB97M-V/def2-TZVPD.

Each line ends with the natural charge from an NBO analysis.
Geometry (Å):
C (-1.2713, 0.7742, 1.8504)  0.856
C (-0.7600, 0.7106, -0.6210)  -0.020
C (0.1984, -0.0418, -1.3042)  -0.129
C (1.2002, -0.9982, 0.5225)  0.390
N (-0.7837, 0.6473, 0.7722)  -0.531
N (1.4209, -1.0977, 1.6543)  -0.335
N (1.1764, -0.8126, -0.8181)  -0.571
O (-1.6346, 0.8650, 2.9803)  -0.503
H (-1.5912, 1.1478, -1.2422)  0.207
H (0.2291, 0.1840, -2.3695)  0.189
H (1.8159, -1.3786, -1.4247)  0.447

Force components x, y, z for each atom (eV/Å):
-0.7 0.3 2.4
-3.3 2.1 3.9
1.3 -0.6 -5.3
1.6 -0.5 -0.1
-0.3 0.4 -3.1
-0.3 -0.2 -0.3
1.1 -1.4 1.6
0.4 -0.1 -1.7
0.8 -0.5 1.3
0.4 -0.3 0.3
-1.1 0.8 1.0

E_HOMO (spin up / spin down): -5.355 / -10.774 eV
net charge: 0
E: -393.55344 Eh
E_LUMO (spin up / spin down): 0.01177 / -0.07322 Ha
strongest force on any atom: 5.59 eV/Å
energy above the lowest of the compared OMol25 structures with the same formula, charge and spin: 99.6 kJ/mol
gap between HOMO and LUMO (spin up / spin down): 5.7 / 8.8 eV
spin multiplicity: 3

(5)
Here is 2 unconnected molecules or ions with the total composition C4H3N3O2 in a non-equilibrium geometry from the Open Molecules 2025 dataset. Energies are from wB97M-V/def2-TZVPD.

Each line ends with the natural charge from an NBO analysis.
Geometry (Å):
C (-1.7641, -2.9619, 1.0425)  0.653
C (-0.9328, -0.0800, 1.4738)  0.535
C (-0.8644, -1.0056, 3.3924)  0.588
C (-0.6265, 0.6572, 0.2285)  -0.677
N (-2.1441, -0.2995, 1.9551)  -0.283
N (-2.1133, -0.8008, 3.1729)  -0.355
N (-1.2935, -2.1471, 0.3484)  -0.377
O (-2.1709, -3.7560, 1.8217)  -0.395
O (-0.0862, -0.5953, 2.3398)  -0.455
H (0.1269, 1.3575, 0.6310)  0.237
H (-0.2250, 0.3013, -0.7205)  0.267
H (-1.6211, 1.0645, 0.0018)  0.262

Force components x, y, z for each atom (eV/Å):
-1.6 -3.1 3.3
-1.9 -2.1 -0.1
0.1 0.5 -1.4
0.1 1.0 1.0
-1.3 2.6 -3.1
0.9 -1.4 2.3
1.5 2.4 -3.2
-0.1 0.1 -0.4
2.3 -0.1 1.7
-0.6 0.6 -0.7
0.0 -1.2 0.6
0.6 0.6 0.0

E_HOMO (spin up / spin down): -10.512 / -10.094 eV
net charge: 0
E: -468.74145 Eh
E_LUMO (spin up / spin down): -0.12512 / -0.09680 Ha
strongest force on any atom: 4.76 eV/Å
energy above the lowest of the compared OMol25 structures with the same formula, charge and spin: 548.3 kJ/mol
gap between HOMO and LUMO (spin up / spin down): 7.1 / 7.5 eV
spin multiplicity: 1

(6)
Here is a molecular structure, C4H3N3O2 in a non-equilibrium geometry from the Open Molecules 2025 dataset. Energies are from wB97M-V/def2-TZVPD.

Each line ends with the natural charge from an NBO analysis.
Geometry (Å):
C (0.8538, 0.9193, -0.1195)  0.702
C (-0.6656, 0.8883, -0.0840)  -0.332
C (-2.0146, 1.0199, 0.0225)  0.204
C (-0.5276, -0.5426, -0.1214)  0.332
H (2.2369, -1.0559, 0.9831)  0.358
H (2.5557, -1.4716, -0.6101)  0.370
H (-2.7002, 1.8496, 0.0517)  0.226
N (1.8303, -1.4183, 0.1212)  -0.612
N (0.8869, -0.5044, -0.2662)  -0.293
N (-1.6065, -1.2282, -0.0471)  -0.143
O (1.7311, 1.7209, 0.0305)  -0.517
O (-2.5803, -0.1768, 0.0394)  -0.295

Force components x, y, z for each atom (eV/Å):
0.7 1.2 0.5
-0.5 -1.1 -0.1
1.3 0.7 -0.3
0.2 0.8 0.0
0.3 -0.4 -0.1
-0.5 0.0 0.6
0.0 0.0 0.1
0.9 0.1 -0.1
-1.2 0.4 -0.5
0.1 0.0 0.1
-0.6 -0.8 -0.2
-0.8 -0.8 0.0

E_HOMO: -9.804 eV
net charge: 0
E: -468.82607 Eh
E_LUMO: 0.01341 Ha
strongest force on any atom: 1.49 eV/Å
energy above the lowest of the compared OMol25 structures with the same formula, charge and spin: 326.1 kJ/mol
gap between HOMO and LUMO: 10.2 eV
spin multiplicity: 1

(7)
Here is C4H3N3O2 in the gas phase in a non-equilibrium geometry from the Open Molecules 2025 dataset. Energies are from wB97M-V/def2-TZVPD.

Each line ends with the natural charge from an NBO analysis.
Geometry (Å):
C (-2.3116, 0.2710, 0.3719)  -0.673
C (-0.9765, -0.2487, 0.0202)  0.455
N (-0.7280, -1.1643, -0.8876)  -0.280
N (0.5868, -1.2754, -1.0077)  -0.275
C (1.0770, -0.3311, -0.2838)  0.579
N (2.4427, -0.2675, -0.0412)  -0.558
C (3.3537, 0.5130, 0.0142)  0.902
O (4.3606, 1.0942, 0.1127)  -0.477
O (0.1867, 0.3682, 0.4355)  -0.400
H (-3.0128, -0.4077, -0.1026)  0.254
H (-2.4668, 0.2062, 1.4233)  0.235
H (-2.5119, 1.2421, -0.0549)  0.239

Force components x, y, z for each atom (eV/Å):
0.1 -0.8 -0.6
0.0 -0.1 -1.7
-2.6 0.6 1.6
1.7 0.6 -0.4
2.3 -1.0 0.4
-1.2 0.4 0.0
1.1 0.2 0.2
-0.7 -0.1 -0.1
-0.5 -0.6 -0.4
-0.1 -0.2 0.0
-0.2 0.4 0.9
0.2 0.5 0.2

E_HOMO: -9.738 eV
net charge: 0
E: -468.95027 Eh
E_LUMO: 0.01648 Ha
strongest force on any atom: 3.13 eV/Å
energy above the lowest of the compared OMol25 structures with the same formula, charge and spin: 0.0 kJ/mol
gap between HOMO and LUMO: 10.2 eV
structure (SMILES): Cc1nnc(N=C=O)o1
spin multiplicity: 1

(8)
Here is a molecular structure, C4H3N3O2 in a non-equilibrium geometry from the Open Molecules 2025 dataset. Energies are from wB97M-V/def2-TZVPD.

Each line ends with the natural charge from an NBO analysis.
Geometry (Å):
C (1.8739, -1.6112, 0.7823)  0.101
C (0.6536, -1.8739, 0.3236)  0.110
C (-0.3421, -0.1587, 0.0747)  0.579
C (-0.4984, 2.1307, -0.1957)  -0.277
N (2.8506, -1.1394, 1.1537)  -0.246
N (-0.1556, -2.6416, -0.2003)  -0.194
N (-1.3639, -0.6249, -0.5115)  -0.260
O (-1.2935, -2.0304, -0.6371)  -0.026
O (0.1719, 0.9757, 0.3324)  -0.436
H (-1.0633, 2.5882, 0.6500)  0.224
H (-1.1442, 1.8324, -0.9928)  0.204
H (0.3110, 2.5532, -0.7793)  0.222

Force components x, y, z for each atom (eV/Å):
-3.3 -1.7 -1.8
3.1 8.5 3.2
1.5 -4.5 0.5
0.0 -0.1 -0.3
3.8 1.5 1.6
-4.9 -5.7 -3.3
-0.1 1.1 -0.2
0.3 0.3 0.3
-0.3 -0.7 0.4
0.9 0.3 -1.0
-1.0 -0.4 -0.2
0.0 1.5 0.8

E_HOMO (spin up / spin down): -6.624 / -10.416 eV
net charge: 0
E: -468.61013 Eh
E_LUMO (spin up / spin down): 0.01204 / -0.14179 Ha
strongest force on any atom: 9.55 eV/Å
energy above the lowest of the compared OMol25 structures with the same formula, charge and spin: 47.0 kJ/mol
gap between HOMO and LUMO (spin up / spin down): 7.0 / 6.6 eV
spin multiplicity: 3

(9)
Here is C4H3NO in the gas phase from the Open Molecules 2025 dataset. Energies are from wB97M-V/def2-TZVPD.

Each line ends with the natural charge from an NBO analysis.
Geometry (Å):
C (-0.8096, -1.1822, -1.8933)  -0.198
C (-0.2135, -0.6992, -0.9629)  -0.061
C (0.4609, -0.0606, 0.1233)  0.008
O (1.8474, -0.0278, 0.1519)  -0.667
C (-0.2305, 0.6466, 1.0014)  0.406
N (-0.8574, 1.2652, 1.8539)  -0.585
H (-1.3351, -1.5947, -2.7261)  0.237
H (2.1526, -0.5816, 0.8811)  0.484
H (-1.0148, 2.2344, 1.5707)  0.378

Force components x, y, z for each atom (eV/Å):
0.2 0.2 0.3
-0.2 -0.2 -0.4
-0.3 0.1 0.0
0.1 -0.2 0.1
-0.1 0.3 0.2
0.3 -0.3 -0.5
0.1 0.0 0.2
0.0 0.0 -0.1
-0.1 0.0 0.2

E_HOMO: -8.618 eV
net charge: 0
E: -284.08429 Eh
E_LUMO: 0.02038 Ha
strongest force on any atom: 0.68 eV/Å
energy above the lowest of the compared OMol25 structures with the same formula, charge and spin: 233.2 kJ/mol
gap between HOMO and LUMO: 9.2 eV
structure (SMILES): C#CC(O)=C=N
spin multiplicity: 1

(10)
Here is C4H3NO in the gas phase in a non-equilibrium geometry from the Open Molecules 2025 dataset. Energies are from wB97M-V/def2-TZVPD.

Each line ends with the natural charge from an NBO analysis.
Geometry (Å):
C (2.1096, 0.1192, -0.3315)  -0.159
C (0.9235, -0.0771, -0.2924)  -0.067
C (-0.5331, -0.3177, -0.2649)  -0.054
O (-1.2940, 0.6781, -0.9028)  -0.658
C (-0.9986, -0.4823, 1.1350)  0.248
N (-1.4078, -0.5391, 2.2143)  -0.283
H (3.1641, 0.2938, -0.3616)  0.244
H (-0.7461, -1.2463, -0.8062)  0.250
H (-1.1715, 1.5085, -0.4204)  0.480

Force components x, y, z for each atom (eV/Å):
-0.5 -0.1 0.0
0.5 0.1 0.0
0.1 -0.2 0.0
0.1 0.2 0.0
-0.4 -0.1 1.0
0.4 0.0 -1.0
-0.2 0.0 0.0
0.0 0.1 0.1
0.0 -0.1 -0.1

E_HOMO: -11.126 eV
net charge: 0
E: -284.11797 Eh
E_LUMO: 0.02153 Ha
strongest force on any atom: 1.11 eV/Å
energy above the lowest of the compared OMol25 structures with the same formula, charge and spin: 144.7 kJ/mol
gap between HOMO and LUMO: 11.7 eV
structure (SMILES): C#C[C@H](O)C#N
spin multiplicity: 1

Look up the strongest force on any atom of the eighth one. 9.55 eV/Å